DFT (ωB97M-V/def2-TZVPD) results for a structure of composition C47H40N4O2P2ReSSi at a distorted geometry.

Molecular weight = 1001.171 g mol⁻¹
Total energy = -98851.966 eV
Lowest unoccupied orbital energy (alpha / beta) = -6.3 / -7.3 eV
Net charge = +2
2S+1 = 4
Largest force on an atom = 3.14 eV/A
Orbital gap (alpha / beta) = 0.2419 / 0.2050 Ha
HOMO energy (alpha / beta) = -0.4723 / -0.4722 Ha

Each line ends with the Löwdin spin population.
Cartesian coordinates (Å):
1 Re 0.109 -0.128 0.570  2.49
2 S 2.367 -1.215 1.483  0.02
3 P -0.992 1.580 1.860  0.06
4 P -0.463 -0.223 -1.786  0.05
5 Si -2.286 -0.914 0.786  0.04
6 O 1.026 -1.172 2.144  0.09
7 O 3.410 -0.547 2.175  0.01
8 N 2.103 1.434 -1.095  0.05
9 N 2.000 -0.541 0.047  0.03
10 N 3.528 -6.654 -0.370  0.00
11 N 4.101 0.252 -0.631  0.00
12 C 2.705 -1.038 -4.272  0.00
13 C -1.643 3.569 -2.641  0.00
14 C 1.294 4.842 0.957  0.00
15 C 0.232 5.247 3.082  0.00
16 C -2.660 -1.699 -0.887  0.00
17 C -0.957 1.262 -2.686  0.02
18 C 2.787 0.410 -0.577  0.01
19 C 4.252 -4.413 0.081  0.00
20 C -3.943 -3.201 -2.280  0.00
21 C 0.851 -1.041 -2.738  0.00
22 C -1.776 3.552 -4.021  0.00
23 C -1.882 0.582 4.337  0.01
24 C 1.671 -0.366 -3.638  0.00
25 C 4.187 2.329 -1.793  0.00
26 C -3.455 2.944 1.740  0.00
27 C 2.723 -2.879 1.086  0.00
28 C 3.262 -5.416 0.111  0.00
29 C -3.403 0.591 1.108  0.01
30 C -2.469 -2.161 2.194  0.01
31 C -2.759 1.758 1.545  0.02
32 C 4.794 1.218 -1.220  0.00
33 C 2.808 2.379 -1.710  0.00
34 C -5.488 1.803 1.145  0.00
35 C -1.674 0.154 5.640  0.00
36 C 0.482 1.053 4.132  0.01
37 C 1.072 -2.397 -2.489  0.00
38 C 1.101 5.643 2.072  0.00
39 C -3.708 -2.603 -1.052  0.00
40 C -4.781 0.626 0.929  0.00
41 C 0.681 0.615 5.429  0.00
42 C 0.637 3.625 0.856  0.00
43 C -0.397 0.161 6.181  0.01
44 C 1.720 -3.842 1.101  0.00
45 C -4.827 2.961 1.531  0.00
46 C -2.066 -2.021 -3.209  0.00
47 C -0.208 3.211 1.882  0.00
48 C -1.512 2.390 -4.734  0.00
49 C -1.242 2.425 -1.972  0.01
50 C -0.417 4.028 2.997  0.00
51 C 2.110 -3.061 -3.117  0.00
52 C 3.982 -3.154 0.557  0.00
53 C 1.986 -5.104 0.620  0.00
54 C -3.115 -2.912 -3.357  0.00
55 C -1.839 -1.406 -1.979  0.01
56 C -0.803 1.032 3.583  0.02
57 C -1.098 1.246 -4.072  0.00
58 C 2.935 -2.379 -4.002  0.00
59 H -1.410 -1.823 -4.047  0.00
60 H 5.231 -4.643 -0.320  0.00
61 H 1.634 6.581 2.157  0.00
62 H 2.275 -4.111 -2.918  0.00
63 H -4.346 -2.845 -0.208  0.00
64 H 4.731 -2.371 0.545  0.00
65 H -5.308 -0.262 0.599  0.00
66 H -3.282 -3.393 -4.312  0.00
67 H 0.071 5.884 3.941  0.00
68 H -2.514 -0.185 6.232  0.00
69 H -2.878 0.583 3.910  0.00
70 H 3.751 -2.896 -4.490  0.00
71 H -0.884 0.346 -4.635  0.00
72 H -2.095 -3.151 1.929  0.00
73 H -3.528 -2.256 2.447  0.00
74 H -0.239 -0.180 7.195  0.00
75 H 3.331 -0.513 -4.982  0.00
76 H 0.775 2.988 -0.008  0.00
77 H 1.961 5.164 0.168  0.00
78 H -1.151 2.406 -0.891  0.01
79 H 4.462 -6.894 -0.648  0.00
80 H 1.320 1.424 3.552  0.00
81 H 1.675 0.631 5.855  0.00
82 H 2.859 -7.395 -0.277  0.00
83 H 0.747 -3.612 1.521  0.00
84 H -1.944 -1.829 3.090  0.00
85 H 0.411 -2.935 -1.818  0.00
86 H 1.498 0.680 -3.850  0.00
87 H 5.869 1.084 -1.241  0.00
88 H -4.763 -3.896 -2.396  0.00
89 H -1.847 4.476 -2.086  0.00
90 H -6.559 1.823 0.989  0.00
91 H -1.077 3.702 3.791  0.00
92 H -2.939 3.849 2.035  0.00
93 H 2.234 3.194 -2.140  0.00
94 H 4.757 3.110 -2.273  0.00
95 H -2.094 4.444 -4.544  0.00
96 H 1.221 -5.869 0.645  0.00
97 H -1.631 2.373 -5.809  0.00
98 H -5.378 3.883 1.659  0.00